[1]
This record from the Open Molecules 2025 dataset describes a 15-piece molecular cluster, C19H68N6O15 overall at a distorted geometry. The level of theory is wB97M-V/def2-TZVPD.

```
108
Properties=species:S:1:pos:R:3:mulliken_charge:R:1
O 2.88109 2.30356 2.25082 -0.507
O 2.45603 -2.72422 1.09889 -0.464
O 2.89079 4.28738 0.58333 -0.489
O -1.74441 3.03822 -0.60866 -0.841
O -4.28645 1.10636 -1.23513 -0.313
O -1.73505 -2.16006 -0.57590 -0.195
O -1.48833 2.67702 2.67477 -0.604
O 2.66018 -1.14325 -2.68375 -0.600
O 0.92590 -5.03770 -1.47123 -0.569
O -2.70502 -0.47517 4.46373 -0.809
O -0.97591 -4.52633 3.38801 -0.678
O 4.60521 2.09447 -0.04800 -0.500
O 2.91180 1.22108 -4.26417 -0.578
O 0.86599 1.32680 0.75637 0.233
O 0.56666 4.08237 1.79203 -0.558
N -1.16412 0.40807 -0.10530 2.229
N -2.63226 0.04293 2.15684 0.063
N -2.23218 -3.47623 1.71230 -0.278
N -2.31313 -5.65953 1.80884 -0.325
N 0.39899 -0.94509 0.72071 2.137
N -1.13527 -1.29716 2.94998 0.595
C -0.10595 5.27340 1.35839 -0.384
C -1.86989 -4.56323 2.32254 0.236
C 2.44761 4.33388 -0.77116 -0.814
C 1.44162 -1.85876 -2.49796 2.028
C -1.04057 2.20637 3.88688 -0.810
C 0.40506 -4.76969 -0.17866 0.494
C -1.54738 3.08122 -2.01199 -0.199
C 3.75268 1.07217 -0.62414 0.072
C 1.63675 1.86136 -4.26847 -0.554
C 0.48602 0.96132 -3.78531 -0.159
C 0.01641 0.26578 0.42751 -0.618
C -2.45527 -2.56915 -1.72532 -0.315
C -2.30131 -1.37567 -2.67503 -1.016
C -5.39413 0.82743 -2.01121 -0.845
C 2.29268 0.15589 3.26468 -0.477
C -2.14039 -0.56467 3.20503 -0.167
C 1.10559 -2.54242 -3.83288 -1.329
C 2.07376 -2.99572 2.42569 -0.412
C 2.58794 1.70711 3.47243 -0.176
H -3.47390 -2.72364 -1.49001 0.466
H 1.16720 -1.98878 -4.81883 0.279
H 1.39483 -1.03892 1.00665 -0.731
H 1.30093 -0.10136 3.51051 0.241
H 3.43719 1.81125 4.16986 0.345
H -0.11483 -1.77656 0.42247 -0.565
H 2.26555 -0.16376 2.26699 -0.022
H 2.12587 2.14173 1.61467 0.044
H -1.79823 2.02048 4.60658 0.526
H -3.29382 -3.23171 1.43416 0.332
H 5.50491 1.96073 -0.42602 0.328
H 0.46312 0.86184 -2.71173 -0.292
H 2.46448 -0.26400 -3.05274 0.213
H -2.43059 3.57324 -2.51663 0.421
H -1.38075 1.34802 -0.42424 -0.323
H -0.81373 4.90013 0.69103 -0.223
H -0.47643 1.44652 -4.07334 0.653
H 2.01824 4.19379 1.12683 0.572
H 0.97809 -5.25553 0.61550 0.424
H 0.55977 5.93454 0.82818 0.403
H 0.49400 -3.78106 0.11798 -0.819
H 1.36926 -2.24117 2.72011 0.009
H 1.71194 2.78615 -3.68944 0.277
H 3.08635 1.59703 -1.37395 -0.103
H 2.95916 -0.55718 3.83490 0.283
H 1.83881 5.13057 -0.87041 0.558
H 3.58140 1.84243 -4.28602 0.305
H 1.73355 3.53728 -1.06021 -0.054
H -1.50321 -0.42512 -0.67619 -1.146
H 3.28033 4.46731 -1.54501 0.234
H 3.24334 -3.23562 0.88354 0.324
H -5.68382 -0.15755 -1.76504 0.275
H -0.64955 5.83844 2.08166 0.276
H -0.62987 3.59773 -2.13222 0.309
H -2.54517 -5.71024 0.86502 0.230
H -6.17714 1.58342 -1.97497 0.308
H -2.08833 -2.66045 0.20962 0.078
H -2.14186 3.87737 -0.31538 0.265
H 0.66238 -1.19950 -2.11695 -0.987
H -0.63052 -1.75052 3.71314 0.345
H -1.85844 -2.61331 2.21460 -0.081
H 2.96789 -2.89329 3.05089 0.315
H -2.15253 2.12287 2.27870 0.230
H 1.71171 -3.44072 -3.93631 0.439
H -0.49328 1.26084 3.87177 0.035
H 3.16216 0.58043 0.12452 -0.489
H -5.20179 0.82448 -3.05317 0.334
H -0.63790 -5.03008 -0.13271 0.157
H -2.05326 0.15374 1.26707 0.061
H 1.75603 2.09606 4.02910 -0.046
H -3.43342 0.76022 2.24657 0.371
H 1.67716 -2.54652 -1.67268 -0.589
H -1.98870 -3.54834 -1.94136 0.329
H 4.36431 0.39842 -1.20855 0.660
H 0.60450 -0.01217 -4.25608 0.099
H -2.03946 -6.50944 2.25491 0.294
H -2.98889 -0.62955 -2.30223 0.131
H 1.80932 -4.04602 2.54612 0.342
H -0.13552 3.43619 1.95843 0.460
H -0.34370 2.85311 4.39199 0.327
H 1.53063 2.11456 -5.35918 0.381
H 1.80155 -4.60295 -1.52624 0.376
H -1.30523 -0.94432 -2.77031 0.101
H -1.32004 2.11568 -2.36365 -0.409
H 0.12200 -2.99742 -3.77657 0.285
H -2.73660 -1.67536 -3.63000 0.490
H -0.58539 -1.10825 2.08283 -0.343
H -4.18383 2.04369 -1.13399 0.182
```

Output
E, Eh: -2221.529396
LUMO, Ha: -0.0059
Net charge: 0
2S+1: 1
ΔE to the lowest compared entry with this formula, charge and spin, kcal per mole: 35.6
Kohn-Sham gap, Eh: 0.29002
HOMO energy, eV: -8.05

[2]
This record from the Open Molecules 2025 dataset describes a 15-piece molecular cluster, C19H69FN30O16S2 overall at a distorted geometry. The level of theory is wB97M-V/def2-TZVPD.

```
137
Properties=species:S:1:pos:R:3:mulliken_charge:R:1
S 0.59397 -1.98088 -6.11634 -0.201
S -0.00692 -3.02349 -1.55381 0.959
F -0.95541 -3.97360 -0.73935 -0.052
O -1.46237 -5.80633 4.02229 -0.836
O 4.30673 -2.24806 11.31685 -0.668
O -3.16713 11.04598 -8.15181 -0.636
O -3.86968 -6.77974 -0.91731 -0.668
O 2.65911 2.01759 12.31261 -0.669
O -0.02740 -1.02375 3.43326 -0.847
O 3.92251 8.74062 -9.42037 -0.644
O -3.92154 -1.30888 0.31172 -0.700
O -1.79021 -1.11716 -10.26237 -0.640
O 0.68000 -2.21646 -0.61265 -0.623
O 1.08007 -3.62577 7.49301 -0.711
O 0.80974 -3.87957 -2.34713 -0.638
O -0.11143 7.65833 -6.03140 -0.661
O -0.44262 2.67528 -7.66949 -0.679
O -2.24889 -0.81514 10.36532 -0.678
O 3.45171 -0.26804 5.15015 -0.638
N -0.84652 -2.25406 9.30516 -0.204
N -2.63887 0.36587 1.15785 -0.388
N 3.66462 2.29600 10.29839 -0.387
N 3.54162 10.08282 -7.64564 -0.327
N -1.06492 -2.15384 -2.41268 0.415
N -0.06991 -2.33664 -11.09420 -0.408
N 2.73734 -0.31337 3.00027 -0.224
N -3.45973 -5.77058 5.09174 -0.361
N -1.94331 -7.32047 0.15912 -0.469
N -1.81487 -2.97383 -3.30124 -0.472
N 0.33477 -0.45789 -9.81203 -0.345
N 4.92046 0.26050 3.50505 -0.406
N 5.61263 10.06405 -8.68470 -0.394
N 0.48449 9.43084 -7.32437 -0.622
N -1.76953 10.06022 -9.63829 -0.376
N -2.45825 -1.11302 8.12381 -0.325
N 1.51978 1.45295 10.43430 -0.340
N -0.75061 -3.16531 3.33088 0.054
N -1.84603 -1.78702 1.10186 -0.249
N -3.60785 11.26181 -10.36561 -0.393
N 3.35711 -3.86376 12.60790 -0.388
N 0.93010 4.28258 -6.83686 -0.485
N -3.25076 -6.72201 2.99333 -0.229
N -3.64808 -8.86547 -0.06087 -0.425
N 2.85276 -3.24278 8.82423 -0.273
N 0.55809 -2.46313 5.08745 -0.157
N 2.28749 -5.40186 8.22763 -0.417
N 3.16841 -1.63363 13.16908 -0.389
N -1.21350 4.04322 -6.03172 -0.370
N 0.64159 7.26720 -8.12686 -0.277
C -0.07396 -2.16469 3.93142 0.580
C 3.65377 -2.56068 12.30256 0.755
C -3.14269 -3.26704 -2.72487 0.347
C 0.16485 -0.39598 -5.36035 -0.457
C -3.20069 -7.59936 -0.31761 0.688
C 0.30678 8.08509 -7.09433 0.730
C -0.95891 -0.48207 -4.32483 -0.491
C 4.33846 9.57670 -8.63300 0.625
C -1.87525 -1.36141 9.33899 0.591
C 2.61658 1.92929 11.09433 0.710
C -2.87702 -0.93592 0.82096 0.572
C -2.65856 -6.08468 4.03849 0.704
C -0.44119 -0.90307 -2.95017 -0.943
C -2.87054 10.80565 -9.30659 0.540
C -3.70193 -4.60410 -3.22454 -0.987
C 2.02631 -4.06597 8.14636 0.680
C -0.59174 -1.28805 -10.37866 0.680
C -0.25875 3.60013 -6.89687 0.725
C 3.67985 -0.11858 3.95626 0.607
H -4.22353 -6.96305 2.96927 0.148
H 1.81531 -0.59735 3.31202 0.193
H 3.64927 2.22387 9.29890 0.165
H 3.70623 -4.57555 11.99664 0.195
H 2.60842 9.71042 -7.61456 0.273
H 1.68056 -6.02346 7.72707 0.224
H -3.36655 1.03007 0.97491 0.225
H 5.96672 10.74951 -8.04577 0.164
H 0.73041 1.17289 10.98735 0.169
H 5.13596 0.38814 2.53546 0.148
H -1.76861 -1.09462 -4.70994 0.353
H -0.72093 -2.96701 -11.52162 0.216
H -1.78634 0.66701 1.59388 0.162
H -3.09716 -3.28211 -1.63599 -0.050
H -3.10794 -9.55482 0.42666 0.169
H -3.21507 -0.45661 8.10240 0.190
H -3.03845 -5.29571 5.86842 0.229
H -3.72232 -5.29310 -2.37764 0.128
H 0.64555 -1.01862 -2.99356 0.558
H -0.38406 -2.45445 10.17162 0.128
H 6.21284 9.70594 -9.40348 0.238
H -4.72462 -4.46695 -3.57061 0.319
H -0.61308 -0.11402 -2.22005 0.166
H -0.97719 -1.47615 1.51447 0.010
H 1.09296 5.04436 -6.20145 0.216
H -1.21615 -2.91278 2.47755 0.112
H -3.80812 -2.44096 -2.97956 0.217
H 1.01559 7.57907 -9.00493 0.178
H -1.07176 4.81543 -5.40565 0.182
H 4.48623 2.64534 10.75351 0.212
H 2.67028 -2.25720 8.76709 0.140
H 2.82113 -4.13086 13.41114 0.158
H -1.34947 0.53525 -4.23216 0.317
H 3.63252 -3.54486 9.38115 0.106
H -2.10135 3.57713 -6.04857 0.219
H -3.37827 11.07158 -11.32184 0.161
H 3.83354 10.77475 -6.98232 0.157
H -2.66408 -6.93283 2.19935 0.149
H -4.43882 -5.98216 5.11950 0.156
H 1.08338 -1.73165 5.53512 0.183
H 2.91368 -0.19595 2.02099 0.155
H -1.37599 -7.99320 0.64143 0.203
H 0.73439 -2.71305 -4.99994 0.029
H 0.81741 9.79728 -8.19793 0.298
H 1.32257 -0.59494 -9.90285 0.154
H 2.63290 -1.86003 13.98480 0.155
H 3.05707 -5.77831 8.74669 0.156
H -1.50557 9.85530 -10.58294 0.175
H -1.97258 -2.75183 0.86283 0.107
H -3.11436 -5.04084 -4.03377 0.353
H 0.25262 10.06660 -6.58186 0.109
H 0.53727 -3.36970 5.51821 0.159
H -0.00705 0.32365 -9.27841 0.202
H -1.21565 9.70838 -8.87796 0.255
H -1.56437 -6.40959 -0.03221 0.139
H 5.63434 0.40944 4.19190 0.234
H -2.15040 -1.53938 7.26951 0.169
H 3.34982 -0.66710 12.95138 0.200
H -1.30931 -3.83343 -3.49825 0.279
H 0.91278 -2.49781 -11.20001 0.159
H -0.52764 -2.70727 8.46377 0.157
H 1.66099 3.99311 -7.45994 0.191
H -0.80482 -4.11966 3.67070 0.243
H -4.56249 -9.10482 -0.39643 0.230
H -4.42015 11.81009 -10.15502 0.231
H 1.46921 1.37103 9.43654 0.148
H 0.50250 6.28570 -7.96129 0.196
H -0.19395 0.23377 -6.17734 0.133
H 1.03435 0.12216 -4.95277 0.410
```

Output
E, Eh: -4508.683020
LUMO, Ha: 0.0091
Net charge: 0
2S+1: 1
Kohn-Sham gap, Eh: 0.32655
HOMO energy, eV: -8.64